Entry 1:
Density functional theory data (the ωB97M-V functional and the def2-TZVPD basis) for a cluster of 4 separate species, C9H27N7O5 in total.

Geometry as XYZ:
```
48
Properties=species:S:1:pos:R:3:forces:R:3:lowdin_charge:R:1
C 3.721615 3.114220 0.855623 -0.1 0.1 -0.1 -0.06
O 3.589885 1.772930 0.408743 -0.4 0.5 -0.9 -0.21
C 2.740275 1.621540 -0.723067 1.6 -1.4 2.3 -0.13
C 1.246995 1.587730 -0.232987 -0.8 -0.9 -0.9 -0.11
N 1.101585 0.919620 1.048823 2.7 0.1 -1.5 0.18
C 1.229065 -0.495530 1.179313 -1.4 -1.6 1.7 -0.09
C 1.667475 -0.982520 2.626433 -1.6 -0.7 -1.0 -0.25
O 2.853745 -0.534680 3.035773 2.9 0.4 0.6 -0.15
C 3.955015 -1.178260 2.341433 0.4 0.8 -0.1 -0.04
H 2.846655 3.452890 1.410463 -0.2 -0.2 0.4 0.09
H 3.751835 3.788280 -0.000427 0.6 0.1 0.0 0.10
H 4.608885 3.122130 1.488703 -0.1 0.4 -0.2 0.11
H 3.023885 0.607240 -1.003877 -0.4 0.0 -0.7 0.13
H 2.918575 2.329140 -1.532767 -0.3 0.2 0.1 0.15
H 0.770975 0.967210 -0.992237 -0.5 0.4 0.0 0.13
H 0.891095 2.617850 -0.249887 -0.2 -0.1 0.4 0.14
H 1.824775 1.267600 1.662013 -0.1 1.1 1.2 0.14
H 1.842565 -0.944900 0.398423 0.3 0.3 -0.4 0.16
H 0.259545 -0.981770 1.071113 -0.4 0.1 -0.5 0.12
H 1.711795 -2.071530 2.639893 -0.5 -0.4 -0.6 0.13
H 0.924215 -0.751250 3.389443 -0.3 0.5 -0.2 0.14
H 4.175855 -0.511120 1.508213 0.3 -0.4 -0.3 0.08
H 3.789315 -2.205780 2.017643 -0.8 0.0 -0.1 0.10
H 4.857025 -1.275480 2.945613 -0.3 0.6 0.5 0.10
C -3.662375 -2.086130 -3.630797 -3.0 -1.2 -2.5 -0.81
O -4.233285 -2.656890 -4.541687 0.1 -0.9 -1.2 0.03
N -4.111285 -0.977400 -3.148207 -1.3 3.8 2.0 0.17
N -2.646275 -2.549640 -2.977087 4.7 -2.3 2.0 0.16
H -3.476995 -0.425900 -2.588177 -0.6 0.3 -0.2 0.06
H -5.000225 -0.594730 -3.437067 0.4 -0.2 -0.1 0.13
H -2.040865 -3.234280 -3.407027 -0.4 0.0 0.1 0.12
H -2.410995 -2.227680 -2.049137 -0.1 0.2 -0.3 0.05
C -2.222865 1.938700 -1.697787 -1.2 0.6 -0.2 -0.67
O -2.614645 1.416900 -2.725167 0.7 -0.4 0.4 0.06
N -1.767225 1.315900 -0.578397 0.8 -1.3 0.7 0.15
N -2.350685 3.270920 -1.472687 0.5 0.4 -0.1 0.15
H -1.859195 0.314450 -0.484817 -0.3 -0.1 -0.1 0.05
H -1.213655 1.779510 0.127813 -0.6 0.1 -0.4 0.07
H -2.330375 3.842160 -2.305377 -0.1 0.4 0.5 0.12
H -2.083245 3.555320 -0.541187 -0.2 0.8 -0.6 0.09
C -2.269655 -1.976490 0.836833 0.9 1.3 3.6 -0.82
O -2.553985 -1.400120 -0.154697 -1.5 2.1 -3.2 0.06
N -2.208595 -1.528200 2.073643 -0.6 3.2 2.7 0.17
N -1.775395 -3.147910 0.884423 1.6 -5.8 -3.7 0.19
H -2.560625 -0.604980 2.283003 0.1 -0.3 0.5 0.13
H -1.805645 -2.170250 2.741093 -0.6 0.9 0.4 0.12
H -1.837215 -3.421430 -0.085867 0.8 -1.7 0.2 0.13
H -1.267335 -3.667380 1.585933 -0.5 0.2 -0.3 0.14
```
Positions in Å, forces in eV/Å.

Calculated values
Charge: +1
Highest occupied orbital energy (spin up / spin down): -10.4094 / -10.4093 eV
Frontier orbital gap (spin up / spin down): 7.52 / 2.06 eV
Lowest unoccupied orbital energy (spin up / spin down): -2.88 / -8.35 eV
Spin multiplicity: 2

Entry 2:
Density functional theory data (the ωB97M-V functional and the def2-TZVPD basis) for a structure of composition C35H28Br2O2S2Tb.

Geometry as XYZ:
```
70
Properties=species:S:1:pos:R:3:forces:R:3:lowdin_charge:R:1
Tb -0.935195 -0.451968 1.380190 0.1 0.0 0.5 1.45
C -7.501038 -0.776614 -3.695848 0.0 0.0 0.0 -0.01
C -6.614936 -0.702595 -2.491088 0.0 0.0 0.0 -0.23
C -6.996115 -1.287904 -1.283558 0.0 0.0 0.0 0.00
C -6.189004 -1.199630 -0.163598 0.0 0.0 -0.1 -0.06
C -4.962432 -0.551104 -0.283982 -0.1 0.0 0.1 -0.41
C -4.558105 0.066221 -1.460395 -0.1 -0.1 -0.1 -0.06
C -5.396529 -0.020028 -2.556057 0.1 0.0 0.0 0.00
S -4.072726 -0.423492 1.207576 -0.1 0.5 0.0 1.18
O -2.819141 0.506014 0.932216 -0.3 -0.3 -0.1 -0.63
C -3.140083 -1.920449 1.505071 0.2 -0.1 0.1 -0.40
C -2.697175 -1.913897 2.866738 -0.1 0.0 0.0 -0.15
C -1.609202 -2.666205 3.230345 -0.1 0.0 0.1 -0.04
C -1.001895 -3.559735 2.301566 0.0 0.0 0.2 -0.16
C 0.077054 -4.387350 2.696453 -0.1 0.0 -0.1 0.01
C 0.556073 -5.330121 1.830803 0.0 0.0 0.0 0.00
C -0.009083 -5.471178 0.543484 0.0 0.0 0.0 0.01
C -1.023014 -4.655474 0.121189 0.0 0.1 0.1 0.03
C -1.550869 -3.675502 0.993585 0.1 0.0 -0.2 -0.11
C -2.562034 -2.749563 0.557681 0.2 0.0 0.0 -0.16
C -2.949775 -2.770746 -0.889713 -0.1 -0.1 0.0 -0.14
C -4.086739 -3.572414 -1.213964 0.0 0.0 0.1 -0.11
C -4.832833 -4.268789 -0.225910 0.0 0.0 0.0 -0.01
C -5.936174 -4.992802 -0.572444 -0.1 0.0 -0.1 -0.02
C -6.361078 -5.068637 -1.919462 0.0 0.0 0.1 -0.02
C -5.652630 -4.432214 -2.893872 0.1 0.0 0.0 0.00
C -4.495429 -3.679130 -2.566489 -0.1 -0.1 -0.1 -0.14
C -3.732952 -3.054003 -3.573589 0.1 0.0 0.0 0.03
C -2.618691 -2.327956 -3.266657 -0.1 0.0 0.1 -0.04
C -2.230014 -2.187484 -1.916340 0.0 -0.1 -0.1 -0.30
S -0.952620 -0.957078 -1.668105 -0.2 -0.2 0.2 1.09
O -0.226648 -1.420311 -0.332785 0.0 0.1 -0.8 -0.67
C 0.175367 -1.147893 -2.962996 0.1 -0.1 0.0 -0.44
C 1.014984 -2.259994 -3.057443 -0.1 0.0 -0.1 -0.03
C 1.876281 -2.333619 -4.130091 0.0 0.0 0.1 0.01
C 1.901172 -1.334933 -5.115442 0.0 0.0 0.0 -0.22
C 2.819998 -1.458986 -6.288628 0.1 0.0 0.0 -0.01
C 1.051161 -0.236594 -4.987854 0.0 0.0 0.0 0.00
C 0.192670 -0.123472 -3.907543 0.1 0.0 0.0 -0.07
H -7.726241 0.220566 -4.073870 0.0 0.0 0.0 0.10
H -8.439295 -1.278109 -3.471646 0.0 0.0 0.0 0.09
H -7.002188 -1.322856 -4.498878 0.0 0.0 0.0 0.09
H -7.950298 -1.792657 -1.212147 0.0 0.0 0.0 0.13
H -6.519394 -1.624265 0.777068 0.0 0.0 0.0 0.13
H -3.630877 0.620422 -1.516839 0.0 0.0 0.1 0.11
H -5.112130 0.468246 -3.479513 0.0 0.0 0.0 0.13
H -3.214848 -1.294235 3.593411 0.0 0.0 0.0 0.14
H -1.254819 -2.635172 4.255472 0.0 0.0 0.0 0.15
H 0.483711 -4.292521 3.694857 0.0 0.0 0.0 0.14
H 1.359103 -5.988286 2.134044 0.0 0.0 0.0 0.13
H 0.368222 -6.242317 -0.114737 0.0 0.0 0.0 0.13
H -1.436786 -4.771710 -0.870574 0.0 0.0 0.0 0.14
H -4.534420 -4.245150 0.814165 0.0 0.0 0.0 0.12
H -6.495505 -5.523816 0.185785 0.0 0.0 0.0 0.13
H -7.237616 -5.650116 -2.169737 0.0 0.0 0.0 0.13
H -5.950163 -4.503582 -3.932058 0.0 0.0 0.0 0.13
H -4.033760 -3.167763 -4.607299 0.0 0.0 0.0 0.14
H -2.039349 -1.865046 -4.052904 0.0 0.0 0.0 0.12
H 0.996651 -3.039016 -2.306061 0.0 0.0 0.0 0.12
H 2.545171 -3.179997 -4.216064 0.0 0.0 0.0 0.13
H 3.789647 -1.854106 -5.988513 0.0 0.0 0.0 0.10
H 2.971716 -0.501387 -6.781394 0.0 0.0 0.0 0.09
H 2.395061 -2.150851 -7.018607 0.0 0.0 0.0 0.11
H 1.074386 0.545857 -5.734375 0.0 0.0 0.0 0.13
H -0.449991 0.742289 -3.804725 0.0 0.0 0.0 0.12
Br 0.755261 1.817588 0.321410 -0.1 0.0 0.1 0.75
C 1.390802 2.168472 2.115494 0.1 0.1 0.1 -0.89
Br 0.799529 0.827400 3.405143 0.0 0.0 0.0 0.72
H 0.990305 3.119527 2.446577 0.1 0.0 0.0 0.04
H 2.473770 2.124095 2.093948 0.0 0.1 0.0 0.04
```
Positions in Å, forces in eV/Å.

Calculated values
Charge: +3
Highest occupied orbital energy (spin up / spin down): -16.0347 / -16.0349 eV
Frontier orbital gap (spin up / spin down): 6.83 / 6.87 eV
Lowest unoccupied orbital energy (spin up / spin down): -9.21 / -9.16 eV
Spin multiplicity: 7

| no. | F_max (eV Å⁻¹) | molar mass (u) |
| --- | --- | --- |
| 1 | 7.09 | 313.4 |
| 2 | 0.82 | 863.5 |